(1)
C93H204F8N13O16S8 | wB97M-V/def2-TZVPD

Atoms and positions in Å:
C (1.12218, 5.85864, 12.74486)
C (2.26180, 6.24703, 11.75191)
C (2.40261, 5.13678, 10.68829)
C (1.50106, 5.50987, 9.47788)
N (1.16224, 4.43685, 8.48387)
C (0.26190, 5.07437, 7.40060)
C (-1.17081, 4.79541, 7.78439)
C (-1.09257, 4.04402, 9.10376)
C (0.26338, 3.44417, 9.15520)
C (2.38716, 3.76656, 7.98723)
C (3.42478, 4.65336, 7.23541)
C (4.56570, 3.70006, 6.92354)
H (0.06714, 6.06295, 12.32593)
H (1.21716, 6.34919, 13.70445)
H (1.13008, 4.80839, 12.91572)
H (3.18940, 6.31417, 12.29857)
H (2.04295, 7.19987, 11.25867)
H (2.03551, 4.17043, 11.05037)
H (3.43609, 4.94204, 10.34401)
H (1.96878, 6.28178, 8.87883)
H (0.53553, 5.83934, 9.81812)
H (0.61708, 4.51960, 6.51384)
H (0.58607, 6.11486, 7.27599)
H (-1.58250, 4.22411, 6.97580)
H (-1.73311, 5.71866, 7.66250)
H (-1.85128, 3.28661, 9.38393)
H (-1.17577, 4.83986, 9.84444)
H (0.41387, 2.57602, 8.55174)
H (0.66546, 3.26882, 10.14947)
H (2.06808, 2.89871, 7.42461)
H (2.95708, 3.31840, 8.83095)
H (3.90613, 5.42111, 7.83535)
H (2.99724, 5.07338, 6.33344)
H (5.07822, 3.34246, 7.87462)
H (5.39469, 4.07822, 6.31669)
H (4.17978, 2.75043, 6.40976)
C (-7.58452, -7.03927, 12.01221)
C (-6.74586, -7.22781, 10.80962)
C (-6.31797, -5.96035, 10.10067)
C (-5.36837, -6.34092, 8.94587)
N (-4.58942, -5.17434, 8.50849)
C (-3.70832, -5.60542, 7.42045)
C (-2.66880, -4.50227, 7.39697)
C (-2.52019, -3.99725, 8.85478)
C (-3.68813, -4.59194, 9.60812)
C (-5.57389, -4.01167, 8.13770)
C (-6.66199, -4.30026, 7.06075)
C (-7.17640, -3.00913, 6.43393)
H (-8.56279, -6.51422, 11.83964)
H (-7.04556, -6.42380, 12.69624)
H (-7.83099, -7.96690, 12.48799)
H (-7.27684, -7.84969, 10.06210)
H (-5.82441, -7.75382, 11.00675)
H (-5.78526, -5.31723, 10.83469)
H (-7.19938, -5.40484, 9.77731)
H (-5.96131, -6.65822, 8.12148)
H (-4.71032, -7.18628, 9.20169)
H (-4.25941, -5.80869, 6.49667)
H (-3.27616, -6.55695, 7.83908)
H (-2.92119, -3.65134, 6.77387)
H (-1.73817, -4.88581, 7.01252)
H (-2.63874, -2.90835, 8.82858)
H (-1.55972, -4.24675, 9.30311)
H (-4.27531, -3.85846, 10.16981)
H (-3.31475, -5.45739, 10.19119)
H (-4.96399, -3.17688, 7.76113)
H (-5.93548, -3.71772, 9.11501)
H (-7.43472, -4.87410, 7.49233)
H (-6.14837, -4.94557, 6.32363)
H (-6.44740, -2.63083, 5.74984)
H (-7.39489, -2.29294, 7.15471)
H (-8.06067, -3.27429, 5.86401)
C (8.41021, 3.03237, 4.19684)
C (7.40851, 1.86025, 4.16913)
C (7.43989, 0.98729, 2.91095)
C (6.19758, 0.12056, 2.90346)
N (6.07260, -0.90210, 1.83516)
C (4.59512, -1.43438, 1.97833)
C (4.71286, -2.59304, 2.92347)
C (6.04755, -3.23378, 2.49970)
C (6.96770, -2.06937, 2.16428)
C (6.36737, -0.36007, 0.46543)
C (5.49011, 0.73778, 0.02563)
C (6.03606, 1.38829, -1.21269)
H (8.36947, 3.63133, 5.11359)
H (8.25699, 3.62247, 3.25899)
H (9.43951, 2.67654, 4.13361)
H (6.42274, 2.27336, 4.38669)
H (7.53616, 1.28620, 5.06689)
H (8.40057, 0.46740, 2.84349)
H (7.28917, 1.62580, 2.04287)
H (5.32665, 0.82414, 2.89805)
H (6.06366, -0.42358, 3.87679)
H (4.28146, -1.84872, 0.97538)
H (4.00809, -0.55716, 2.16968)
H (3.88317, -3.21969, 2.79537)
H (4.75381, -2.29259, 3.95665)
H (5.91790, -3.92542, 1.65626)
H (6.46077, -3.82963, 3.30601)
H (7.58319, -2.17137, 1.25524)
H (7.58905, -1.79924, 3.05712)
H (6.19432, -1.19977, -0.25506)
H (7.44612, -0.12524, 0.47679)
H (5.29987, 1.52228, 0.73478)
H (4.49817, 0.37179, -0.12731)
H (6.04058, 0.73122, -2.05188)
H (7.14100, 1.65745, -1.01360)
H (5.55176, 2.36245, -1.52208)
C (-5.32084, -0.98199, 2.23844)
C (-4.21912, -0.32356, 1.47472)
C (-3.18186, -1.27627, 0.94720)
C (-2.19110, -0.30514, 0.29801)
N (-0.87873, -0.83016, -0.32243)
C (-0.06360, -1.62483, 0.72341)
C (0.99849, -0.66905, 1.24081)
C (1.34871, 0.07224, -0.07801)
C (-0.02849, 0.38939, -0.62937)
C (-1.22403, -1.75066, -1.46819)
C (-1.65875, -0.96739, -2.73039)
C (-1.62095, -1.85941, -4.05617)
H (-5.81470, -1.73179, 1.60456)
H (-5.99164, -0.33213, 2.75233)
H (-4.84343, -1.61353, 3.01408)
H (-3.83388, 0.38210, 2.18422)
H (-4.62487, 0.14900, 0.57018)
H (-3.63173, -2.01327, 0.33096)
H (-2.71752, -1.77355, 1.80637)
H (-1.81269, 0.39201, 1.08031)
H (-2.63930, 0.37672, -0.37514)
H (0.43028, -2.43201, 0.16860)
H (-0.79922, -1.98744, 1.42940)
H (1.88947, -1.19687, 1.64893)
H (0.72879, 0.05250, 1.96062)
H (1.91774, -0.59946, -0.73982)
H (1.91945, 1.01231, 0.06922)
H (0.01880, 0.65531, -1.69597)
H (-0.48380, 1.19189, -0.01727)
H (-2.01134, -2.42041, -1.18028)
H (-0.32026, -2.37479, -1.66425)
H (-0.99797, -0.17234, -2.96413)
H (-2.66627, -0.52887, -2.57310)
H (-2.06969, -1.39322, -4.94310)
H (-2.24901, -2.76242, -3.91208)
H (-0.61193, -2.11063, -4.28152)
C (-2.29878, 0.21927, -7.87244)
C (-1.74150, -0.85969, -8.84575)
C (-2.87301, -1.85994, -9.09780)
C (-3.95720, -1.43871, -10.09128)
N (-5.11996, -2.50551, -10.32177)
C (-4.60908, -3.54192, -11.35032)
C (-4.62659, -2.86939, -12.74947)
C (-5.64454, -1.71137, -12.53330)
C (-6.20997, -1.84171, -11.13960)
C (-5.76207, -2.96761, -9.04322)
C (-6.34279, -1.89409, -8.03189)
C (-6.91959, -2.62765, -6.89866)
H (-2.16812, -0.18194, -6.88210)
H (-3.29235, 0.53665, -8.09316)
H (-1.65453, 1.08775, -7.84183)
H (-0.84398, -1.29409, -8.47582)
H (-1.42412, -0.51302, -9.82998)
H (-3.28447, -2.13437, -8.12893)
H (-2.42550, -2.75387, -9.54980)
H (-3.51600, -1.30795, -11.06788)
H (-4.43123, -0.48152, -9.85733)
H (-5.24619, -4.42396, -11.23719)
H (-3.58881, -3.86733, -11.12908)
H (-4.97669, -3.53662, -13.51996)
H (-3.60045, -2.59335, -13.00858)
H (-6.45341, -1.75090, -13.28114)
H (-5.20849, -0.74154, -12.70917)
H (-6.91586, -2.63690, -11.15402)
H (-6.55139, -0.89623, -10.81571)
H (-5.05806, -3.66599, -8.52721)
H (-6.58363, -3.58160, -9.33658)
H (-7.10081, -1.26112, -8.54740)
H (-5.53137, -1.19173, -7.82862)
H (-6.29139, -3.28565, -6.31440)
H (-7.74893, -3.26202, -7.26759)
H (-7.45914, -1.93689, -6.23047)
C (-4.95093, 8.15390, -1.98433)
C (-6.34211, 8.43674, -2.38818)
C (-7.28695, 7.26640, -2.11270)
C (-7.60849, 6.95399, -0.65730)
N (-8.50985, 5.80119, -0.37618)
C (-10.01768, 6.14543, -0.54405)
C (-10.42167, 6.61349, 0.77819)
C (-9.67710, 5.73102, 1.77236)
C (-8.31731, 5.53874, 1.16112)
C (-8.22319, 4.59165, -1.14860)
C (-6.82304, 3.96728, -0.93103)
C (-6.44100, 2.88366, -1.94685)
H (-4.26685, 8.91701, -2.34618)
H (-4.48645, 7.21160, -2.37791)
H (-4.83307, 8.16192, -0.89616)
H (-6.43280, 8.53335, -3.45664)
H (-6.63532, 9.42819, -1.96997)
H (-6.81399, 6.35962, -2.46996)
H (-8.18269, 7.34881, -2.74656)
H (-8.07770, 7.76987, -0.13449)
H (-6.66036, 6.74711, -0.15686)
H (-10.46816, 5.20459, -0.85486)
H (-9.97784, 6.80152, -1.43491)
H (-11.47967, 6.56008, 0.94778)
H (-10.11259, 7.65907, 0.86580)
H (-10.10796, 4.75824, 1.95797)
H (-9.58457, 6.28985, 2.70165)
H (-7.97960, 4.50729, 1.20608)
H (-7.51878, 6.19176, 1.53850)
H (-8.35513, 4.91931, -2.19409)
H (-8.91513, 3.79515, -0.78708)
H (-6.72894, 3.59776, 0.06971)
H (-6.06242, 4.74960, -1.03930)
H (-5.61563, 2.41781, -1.46853)
H (-6.20549, 3.27965, -2.93403)
H (-7.27899, 2.19607, -2.05560)
C (4.56634, 6.29085, 3.42548)
C (3.92334, 6.10617, 2.06338)
C (2.44702, 6.42567, 2.17440)
N (1.76945, 6.69900, 0.88605)
C (2.20870, 8.01586, 0.28364)
C (1.50082, 8.23460, -1.05845)
C (1.93193, 7.19236, -2.04932)
C (1.39756, 5.91052, -1.43348)
C (1.99438, 5.61315, -0.12727)
C (0.29228, 6.81538, 1.24649)
H (5.58607, 5.83161, 3.33260)
H (3.99971, 5.86909, 4.25162)
H (4.76021, 7.35635, 3.57286)
H (4.04227, 5.09761, 1.74814)
H (4.46822, 6.73444, 1.35450)
H (2.29036, 7.33949, 2.72103)
H (1.91953, 5.64025, 2.68169)
H (3.31817, 7.95307, 0.09750)
H (2.01365, 8.73936, 1.06303)
H (1.83781, 9.25898, -1.33134)
H (0.47561, 8.35490, -0.88433)
H (3.00915, 7.37965, -2.15871)
H (1.46979, 7.32141, -3.01258)
H (1.59623, 5.06070, -2.10838)
H (0.28241, 5.85110, -1.35656)
H (3.05802, 5.51036, -0.22427)
H (1.58203, 4.67731, 0.31158)
H (0.10335, 7.74491, 1.77674)
H (-0.08494, 5.91145, 1.81283)
H (-0.28531, 6.95032, 0.35478)
C (0.33984, -5.00590, -3.72667)
C (0.78251, -6.48717, -3.82369)
C (2.15322, -6.75493, -4.57030)
N (2.44640, -8.23688, -4.69352)
C (1.58038, -8.91302, -5.72564)
C (1.95782, -10.36896, -6.06694)
C (3.38768, -10.41194, -6.67884)
C (4.33094, -9.66240, -5.76654)
C (3.80035, -8.28028, -5.27659)
C (2.46162, -8.89870, -3.36078)
H (1.05920, -4.23976, -3.46018)
H (-0.46953, -4.92935, -3.05764)
H (-0.12766, -4.68911, -4.66062)
H (0.03743, -7.05807, -4.45605)
H (0.85674, -6.92665, -2.87555)
H (2.97313, -6.22863, -4.01439)
H (2.04097, -6.53326, -5.65020)
H (1.59206, -8.34650, -6.62151)
H (0.53988, -8.82393, -5.35896)
H (1.30476, -10.66191, -6.86841)
H (1.95365, -11.03323, -5.19744)
H (3.38724, -9.85881, -7.65461)
H (3.64395, -11.42282, -6.75638)
H (5.26226, -9.35889, -6.25142)
H (4.68768, -10.30641, -4.99291)
H (3.79361, -7.61279, -6.11863)
H (4.47978, -7.82227, -4.56577)
H (2.98713, -8.23562, -2.64288)
H (3.02174, -9.82070, -3.39245)
H (1.41382, -9.05821, -3.08423)
C (6.82731, -2.56143, -3.72581)
C (7.31226, -1.84042, -4.97410)
C (7.89548, -2.81287, -5.95105)
N (8.54598, -2.22501, -7.21052)
C (8.57414, -3.25977, -8.27055)
C (9.16956, -2.72252, -9.57490)
C (8.25730, -1.58585, -10.13172)
C (8.31988, -0.55665, -9.04352)
C (7.75150, -1.01827, -7.69360)
C (9.91557, -1.80005, -6.71966)
H (7.58515, -3.19067, -3.30404)
H (5.92132, -3.13692, -3.88683)
H (6.61537, -1.82787, -2.89804)
H (7.94803, -1.01555, -4.57338)
H (6.51556, -1.25729, -5.38438)
H (7.04269, -3.40737, -6.32579)
H (8.74885, -3.34411, -5.58530)
H (7.57494, -3.58039, -8.36782)
H (9.17600, -4.08504, -7.90673)
H (9.32619, -3.60919, -10.19677)
H (10.18643, -2.32418, -9.42593)
H (7.24506, -1.93786, -10.31536)
H (8.62794, -1.17919, -11.06901)
H (7.80358, 0.36242, -9.31721)
H (9.34520, -0.09016, -8.96382)
H (6.70546, -1.36264, -7.84049)
H (7.82402, -0.29746, -6.91289)
H (9.91272, -1.68441, -5.62682)
H (10.32889, -0.93809, -7.28026)
H (10.51810, -2.72397, -6.80398)
N (1.48864, -0.06638, -3.64987)
S (2.90091, -0.89063, -3.82452)
O (3.76463, -0.50316, -4.87138)
O (2.66481, -2.25968, -3.73952)
F (3.64533, -0.46797, -2.52768)
S (1.08021, 0.95861, -4.79495)
O (-0.16217, 0.61655, -5.29524)
O (2.11257, 1.41854, -5.65491)
F (0.80282, 2.19417, -3.69140)
N (1.72703, 1.30005, 4.03479)
S (2.51770, 2.57059, 3.68755)
O (3.93153, 2.34174, 3.59357)
O (2.15526, 3.80624, 4.27038)
F (2.13915, 2.81640, 2.16483)
S (0.21389, 1.42844, 4.37882)
O (0.03252, 2.33584, 5.44285)
O (-0.47366, 0.23970, 4.09201)
F (-0.17039, 2.35402, 3.02627)
N (-3.15452, 3.06997, 1.86911)
S (-3.51420, 3.79775, 3.23769)
O (-3.37590, 5.19209, 3.40832)
O (-3.16498, 2.94571, 4.30578)
F (-5.23190, 3.79088, 3.08472)
S (-2.74240, 3.68146, 0.48153)
O (-2.82565, 2.61909, -0.53182)
O (-1.58214, 4.57369, 0.46338)
F (-3.89989, 4.69325, 0.16375)
N (2.91535, -5.73212, -1.16735)
S (4.42247, -5.69287, -1.08757)
O (4.97161, -4.58043, -0.36967)
O (5.09693, -6.03110, -2.31990)
F (4.64353, -6.99700, -0.13464)
S (2.01006, -4.88266, -0.24606)
O (0.69290, -5.25064, -0.66065)
O (2.25168, -3.49454, -0.03965)
F (1.99417, -5.47887, 1.24739)

Output
- Net charge: +5
- E_HOMO: -0.577 Eh
- Energy relative to the best compared isomer or geometry (same formula, charge and spin): 11.7 kJ/mol

These are the Mulliken partial charges, in e, on atoms 1 to 4: C -1.10; C -0.62; C -0.60; C -1.47



(2)
C2H3LiMgO | wB97M-V/def2-TZVPD

Atoms and positions in Å:
O (1.19461, 0.51894, 2.70560)
C (1.02876, -0.40473, 2.05416)
Mg (0.48082, 1.37675, -2.04708)
Li (-2.10970, 0.66105, -2.15256)
H (1.08149, -1.34591, 1.55698)
C (-0.44700, 0.15156, -0.67192)
H (0.03367, -0.60302, -1.30112)
H (-1.26265, -0.35462, -0.14405)

Output
- Net charge: +1
- E_HOMO (spin up / spin down): -0.368 / -0.428 Eh
- ⟨S²⟩: 0.93
- Spin multiplicity: 2

These are the natural (NBO) partial charges, in e, on atoms 1 to 4: O -0.29; C 0.63; Mg 0.91; Li 0.87



(3)
C12H30F6N2O4PSr | wB97M-V/def2-TZVPD

Atoms and positions in Å:
Sr (-13.84094, -0.08459, 7.26636)
P (-10.65766, -2.07009, 10.82330)
F (-11.53896, -0.74759, 10.68053)
F (-10.70861, -2.32620, 9.21928)
F (-9.24851, -1.28973, 10.44561)
F (-9.94473, -3.55840, 10.77504)
F (-10.55278, -1.97078, 12.43588)
F (-12.18177, -2.69751, 10.87749)
C (-13.11627, -3.82184, 4.96169)
O (-13.39875, -2.43857, 4.73761)
C (-12.96131, -1.92921, 3.44242)
C (-13.45986, -0.51103, 3.18586)
N (-14.57373, -0.01747, 3.93821)
C (-15.87242, -0.71226, 3.49609)
C (-16.16571, -2.14707, 3.94179)
O (-16.10447, -2.22188, 5.36420)
C (-16.98177, -3.28451, 5.80820)
H (-12.08524, -4.17527, 4.97523)
H (-13.58385, -4.55515, 4.30463)
H (-13.15369, -3.98828, 6.03826)
H (-13.56316, -2.42829, 2.68295)
H (-11.87928, -2.01013, 3.33872)
H (-13.47557, -0.29372, 2.11786)
H (-12.55784, -0.00920, 3.53601)
H (-14.57637, 0.99025, 3.87034)
H (-15.99075, -0.61238, 2.41715)
H (-16.68181, -0.20806, 4.02410)
H (-15.52831, -2.74356, 3.28909)
H (-17.12281, -2.47467, 3.53590)
H (-18.00630, -2.94406, 5.65800)
H (-16.83604, -3.36339, 6.88553)
H (-16.77930, -4.25932, 5.36453)
C (-10.47894, 1.87043, 6.91671)
O (-11.75480, 2.08402, 7.37707)
C (-11.88654, 3.46518, 7.58556)
C (-12.92641, 3.77358, 8.64199)
N (-14.34102, 3.28712, 8.25040)
C (-15.36611, 3.42246, 9.22706)
C (-16.56681, 2.48101, 8.99359)
O (-15.95134, 1.12172, 9.17191)
C (-16.25976, 0.41016, 10.35298)
H (-10.20151, 2.48861, 6.06291)
H (-10.36125, 0.85906, 6.52762)
H (-9.70730, 1.92460, 7.68465)
H (-12.10216, 3.83461, 6.58300)
H (-10.97992, 3.91304, 7.99244)
H (-12.75954, 4.81828, 8.90436)
H (-12.73372, 3.24792, 9.57721)
H (-14.68241, 3.93949, 7.55906)
H (-15.71851, 4.45380, 9.24346)
H (-14.98858, 3.09629, 10.19617)
H (-16.86335, 2.70291, 7.96845)
H (-17.34955, 2.74097, 9.70622)
H (-15.96763, 0.98866, 11.22939)
H (-15.55992, -0.41925, 10.45498)
H (-17.31612, 0.15125, 10.42496)

Output
- Net charge: +1
- E_HOMO: -0.469 Eh
- Energy relative to the best compared isomer or geometry (same formula, charge and spin): 694.0 kJ/mol

These are the natural (NBO) partial charges, in e, on atoms 1 to 4: Sr 1.91; P 2.60; F -0.61; F -0.63



Short version: electronic energy = -9564.39161 -360.41104 -1856.77806 a.u., in the order given.